Density functional theory data (ωB97M-V/def2-TZVPD) for a molecular structure, C57H51N4O7PSTi.

Structure (XYZ):
```
122
Properties=species:S:1:pos:R:3:forces:R:3:lowdin_charge:R:1
Ti -0.008 -0.867 -0.639 -0.20 -0.30 -0.31 1.13
O -0.788 0.828 -0.337 0.09 -0.09 0.15 -0.26
C -1.373 2.047 -0.535 -0.02 0.01 -0.06 -0.44
C -0.267 3.123 -0.771 0.03 0.01 0.05 -0.04
C 0.526 2.907 -2.030 -0.03 0.01 -0.01 -0.25
C 0.508 3.820 -3.083 -0.01 -0.01 -0.05 -0.04
C 1.185 3.509 -4.251 0.00 -0.02 0.02 -0.07
C 1.819 2.282 -4.354 -0.02 0.02 -0.04 -0.03
C 1.793 1.428 -3.255 -0.01 -0.06 0.01 -0.25
C 2.285 0.014 -3.325 -0.05 0.02 0.01 -0.05
C 1.065 -0.947 -3.516 -0.06 -0.07 0.05 -0.43
O 0.130 -0.745 -2.519 0.29 0.19 0.10 -0.23
C 0.428 -0.589 -4.869 -0.04 -0.05 0.03 -0.13
C -0.829 -0.001 -4.914 0.03 0.05 -0.05 0.01
C -1.388 0.371 -6.132 0.01 0.03 0.03 -0.07
C -0.696 0.163 -7.315 -0.02 0.00 -0.01 -0.12
C 0.561 -0.431 -7.275 0.03 0.00 -0.01 -0.10
C 1.114 -0.806 -6.061 -0.01 -0.04 -0.03 -0.04
C 1.502 -2.415 -3.554 -0.04 0.02 -0.13 -0.14
C 0.500 -3.376 -3.466 -0.06 -0.01 -0.01 -0.01
C 0.804 -4.724 -3.539 -0.02 -0.03 0.08 -0.06
C 2.120 -5.136 -3.709 0.01 0.01 0.03 -0.10
C 3.126 -4.187 -3.784 0.02 0.00 0.07 -0.10
C 2.817 -2.833 -3.704 0.07 0.02 0.02 -0.05
N 1.214 1.772 -2.107 0.07 0.05 0.06 0.19
C -2.203 2.435 0.705 -0.08 -0.06 -0.04 -0.12
C -2.506 1.453 1.642 0.03 0.03 0.02 0.00
C -3.324 1.738 2.726 -0.03 0.00 0.00 -0.07
C -3.864 3.006 2.883 0.02 -0.02 0.03 -0.11
C -3.571 3.991 1.950 0.02 0.02 -0.01 -0.10
C -2.747 3.705 0.870 -0.06 0.05 0.02 -0.04
C -2.379 1.968 -1.698 -0.09 0.04 0.02 -0.11
C -2.695 3.053 -2.509 0.01 0.04 0.01 -0.04
C -3.670 2.951 -3.495 0.02 -0.01 -0.03 -0.10
C -4.348 1.756 -3.682 0.01 0.02 -0.01 -0.12
C -4.042 0.668 -2.874 0.03 -0.04 -0.01 -0.07
C -3.068 0.771 -1.892 0.04 -0.05 -0.05 0.00
H -0.695 4.127 -0.780 0.02 0.00 0.04 0.10
H 0.389 3.048 0.099 -0.02 -0.04 -0.03 0.11
H -0.046 4.746 -2.992 0.01 0.00 0.00 0.10
H 1.183 4.198 -5.088 0.01 0.00 0.01 0.10
H 2.291 1.965 -5.276 0.00 0.01 0.00 0.11
H 2.985 -0.113 -4.153 0.00 0.03 0.03 0.11
H 2.768 -0.260 -2.388 -0.01 -0.01 0.02 0.10
H -1.356 0.171 -3.986 -0.03 -0.02 0.04 0.11
H -2.369 0.832 -6.142 0.01 0.00 -0.01 0.09
H -1.132 0.452 -8.265 0.00 0.00 0.01 0.09
H 1.106 -0.611 -8.195 0.00 0.00 0.01 0.09
H 2.082 -1.295 -6.036 -0.01 0.00 -0.01 0.11
H -0.521 -3.057 -3.292 0.03 -0.02 -0.05 0.13
H 0.015 -5.454 -3.408 0.01 0.01 -0.01 0.11
H 2.361 -6.192 -3.736 -0.01 0.01 0.01 0.09
H 4.162 -4.498 -3.867 -0.01 0.01 -0.03 0.09
H 3.625 -2.109 -3.725 -0.02 -0.03 -0.04 0.10
H -2.076 0.466 1.521 0.03 0.02 -0.01 0.10
H -3.520 0.963 3.459 0.00 0.00 0.00 0.11
H -4.500 3.229 3.732 0.01 0.00 0.00 0.09
H -3.987 4.987 2.060 0.00 0.00 0.00 0.09
H -2.555 4.482 0.139 -0.01 -0.01 0.00 0.10
H -2.179 3.997 -2.385 -0.03 -0.01 0.02 0.09
H -3.889 3.808 -4.123 0.00 -0.01 0.01 0.09
H -5.105 1.671 -4.454 0.01 0.00 0.00 0.09
H -4.547 -0.280 -3.013 0.00 0.02 0.01 0.11
H -2.820 -0.097 -1.291 -0.02 0.03 0.02 0.10
O 0.878 -3.200 3.997 0.01 -0.01 -0.03 -0.53
S 0.203 -2.807 2.712 -0.11 0.02 0.04 0.89
O 1.873 -3.081 -0.492 -0.09 -0.07 -0.19 -0.15
N -0.036 -1.185 2.613 0.21 -0.06 0.04 -0.20
C -0.427 -0.514 3.724 -0.07 0.09 -0.04 -0.31
C -1.063 -1.062 4.850 0.03 0.07 0.00 -0.04
C -1.586 -0.262 5.869 -0.06 -0.06 0.01 -0.10
C -1.490 1.107 5.853 0.03 0.04 0.00 -0.10
C -0.770 1.713 4.803 0.01 -0.05 0.02 -0.19
C -0.601 3.113 4.733 0.03 0.04 -0.02 -0.04
C 0.148 3.660 3.735 -0.04 -0.03 -0.03 -0.07
C 0.759 2.783 2.817 -0.08 0.06 0.02 -0.18
N 0.608 1.484 2.824 -0.06 0.06 0.04 0.14
C -0.191 0.924 3.771 0.06 -0.06 0.04 -0.16
C -1.483 -3.462 2.929 -0.07 0.05 -0.02 -0.35
C -2.602 -2.773 2.483 0.01 -0.10 -0.16 -0.08
C -3.862 -3.330 2.648 0.02 0.02 -0.06 -0.08
C -4.003 -4.573 3.252 -0.04 -0.01 -0.01 -0.11
C -2.879 -5.263 3.685 0.03 -0.03 0.01 -0.10
C -1.616 -4.709 3.522 0.00 -0.02 0.01 -0.09
H -1.185 -2.131 4.915 0.04 0.05 0.05 0.09
H -2.107 -0.753 6.685 0.01 0.01 -0.01 0.09
H -1.931 1.723 6.629 0.00 0.00 -0.01 0.09
H -1.082 3.734 5.482 0.01 0.00 -0.01 0.11
H 0.284 4.730 3.640 0.00 0.00 0.00 0.09
H 1.402 3.199 2.042 -0.05 0.02 0.06 0.08
H -2.475 -1.823 1.978 -0.01 -0.02 0.04 0.09
H -4.732 -2.803 2.275 0.01 0.00 0.02 0.10
H -4.988 -5.012 3.367 0.02 0.01 0.00 0.09
H -2.983 -6.243 4.139 0.00 0.02 0.00 0.09
H -0.727 -5.232 3.851 -0.01 0.02 0.02 0.10
O -2.858 -3.578 -1.004 0.00 -0.04 0.10 0.01
C -1.769 -3.092 -0.716 -0.02 0.15 0.16 -0.57
O -1.655 -1.746 -0.511 -0.22 0.06 -0.24 -0.20
C -0.505 -3.742 -0.513 0.04 -0.01 0.01 -0.27
C -0.486 -5.098 -0.197 -0.05 -0.03 -0.14 -0.10
C 0.562 -5.899 0.190 0.02 -0.05 0.03 -0.17
C 1.902 -5.429 0.328 0.10 0.01 0.00 -0.17
C 2.423 -4.217 0.054 -0.04 0.04 0.14 -0.19
N 0.499 -2.752 -0.456 0.20 0.00 0.32 -0.11
H -1.477 -5.543 -0.255 0.04 0.02 -0.03 0.11
H 0.357 -6.930 0.457 0.01 0.02 -0.01 0.06
H 2.637 -6.121 0.733 -0.01 0.01 -0.03 0.08
H 3.475 -4.020 0.235 -0.02 -0.02 -0.01 0.08
C 4.491 -0.850 -0.159 -0.05 -0.05 -0.07 -0.16
P 3.082 -0.250 0.791 0.00 0.03 0.07 0.64
C 3.189 -1.047 2.390 -0.02 0.02 0.09 -0.14
C 3.352 1.511 1.036 0.09 -0.02 0.03 -0.15
O 1.826 -0.461 0.009 -0.01 0.21 -0.03 -0.40
H 5.411 -0.769 0.421 -0.01 -0.02 -0.01 0.05
H 4.585 -0.269 -1.078 0.00 -0.01 0.01 0.05
H 4.290 -1.891 -0.417 0.02 -0.01 -0.01 0.05
H 4.211 -1.387 2.565 0.00 0.05 0.02 0.05
H 2.514 -1.901 2.432 0.09 -0.05 -0.08 0.01
H 2.881 -0.349 3.168 -0.07 -0.06 -0.02 0.06
H 4.410 1.736 1.187 0.01 -0.01 0.02 0.05
H 2.774 1.821 1.906 0.10 -0.08 -0.15 0.01
H 2.982 2.020 0.143 0.02 0.00 0.00 0.05
```
Forces are in eV/Å.

## Properties
* Kohn-Sham gap: 3.859 eV
* charge: -2
* E_HOMO: 0.1 eV

Density functional theory data (ωB97M-V/def2-TZVPD) for C4H8ClN in the gas phase in a non-equilibrium geometry.

Structure (XYZ):
```
14
Properties=species:S:1:pos:R:3:forces:R:3:lowdin_charge:R:1
C -1.285 1.400 -0.488 0.98 -0.02 -1.74 -0.13
C -0.272 0.393 -0.016 -0.15 -0.77 1.72 -0.84
C 0.681 0.809 1.129 -0.56 -1.18 -1.16 -0.06
C 1.197 0.482 -0.269 -1.23 1.77 -0.72 -0.41
H -1.410 1.176 -1.591 -0.28 0.60 1.10 0.10
H -0.964 2.455 -0.348 -0.19 -0.71 -0.07 0.09
H -2.193 1.170 0.040 -0.52 0.37 0.08 0.05
H 0.403 1.825 1.434 0.95 -0.56 0.45 0.10
H 1.032 -0.040 1.768 -0.72 1.37 0.08 0.12
H 1.300 1.325 -0.977 0.84 -0.48 0.43 0.15
H 2.198 -0.955 -1.333 -0.19 0.08 -0.39 0.07
H 1.957 -1.397 0.237 -0.09 1.30 -0.75 0.10
N 2.099 -0.584 -0.407 0.66 -1.49 0.98 0.04
Cl -1.114 -1.175 0.087 0.51 -0.30 0.00 0.62
```
Forces are in eV/Å.

## Properties
* Kohn-Sham gap: 9.849 eV
* structure (SMILES): C[C@]1(Cl)C[C@H]1N
* ΔE to the lowest compared entry with this formula, charge and spin: 0.750 eV
* E_HOMO: -8.9 eV

Density functional theory data (ωB97M-V/def2-TZVPD) for a molecular structure, C4HF6IrN10O4S2Se in a non-equilibrium geometry.

Structure (XYZ):
```
29
Properties=species:S:1:pos:R:3:forces:R:3:lowdin_charge:R:1
Ir -0.765 0.994 0.332 -0.01 -0.57 0.17 0.90
N -1.350 -1.089 2.877 0.16 -0.16 0.06 0.15
C -0.907 0.169 3.199 -0.05 0.29 0.03 -0.46
N -0.616 0.584 4.412 0.02 -0.10 0.01 0.03
N -0.223 1.868 4.248 -0.05 0.07 -0.03 -0.08
N -0.284 2.218 3.017 0.08 0.05 0.02 -0.05
N -0.713 1.149 2.311 0.11 -0.06 -0.11 -0.22
C -1.963 -1.371 1.684 -0.27 0.09 -0.08 -0.46
N -2.705 -2.426 1.431 0.01 -0.01 0.07 0.04
N -3.105 -2.261 0.148 0.05 0.05 -0.07 -0.07
N -2.640 -1.177 -0.351 -0.07 -0.07 -0.05 -0.04
N -1.905 -0.579 0.610 0.62 -0.15 0.13 -0.20
H -1.504 -1.728 3.639 -0.04 0.02 -0.01 0.14
F -0.427 2.045 -4.287 0.04 -0.01 0.02 0.16
C 0.702 1.427 -3.962 -0.20 -0.26 -0.08 -0.69
F 1.733 2.190 -4.299 -0.01 -0.02 0.01 0.16
F 0.773 0.274 -4.615 0.00 0.03 0.02 0.16
S 0.710 1.166 -2.141 -0.43 0.69 0.69 0.60
O -0.480 0.360 -1.767 0.20 0.40 -0.30 -0.43
O 0.633 2.493 -1.571 0.31 -0.26 -0.17 -0.31
N 2.055 0.406 -1.989 0.11 -0.13 -0.09 -0.28
S 2.486 -0.174 -0.576 0.06 -0.06 -0.19 0.61
O 3.903 -0.216 -0.465 -0.02 0.02 0.03 -0.24
O 1.701 0.384 0.508 -0.32 -0.13 0.13 -0.36
C 1.959 -1.945 -0.658 -0.02 -0.08 0.03 -0.68
F 0.636 -2.047 -0.579 0.06 0.01 -0.03 0.14
F 2.372 -2.503 -1.794 0.01 0.03 0.03 0.14
F 2.503 -2.602 0.366 -0.03 0.05 -0.03 0.15
Se -2.578 2.391 0.272 -0.31 0.27 -0.21 0.22
```
Forces are in eV/Å.

## Properties
* multiplicity: 2
* Kohn-Sham gap (alpha / beta): 7.622 / 6.460 eV
* charge: -1
* ΔE to the lowest compared entry with this formula, charge and spin: 0.495 eV
* E_HOMO (alpha / beta): -5.8 / -5.5 eV

Density functional theory data (ωB97M-V/def2-TZVPD) for C12H17Cl2NO in the gas phase.

Structure (XYZ):
```
33
Properties=species:S:1:pos:R:3:forces:R:3:lowdin_charge:R:1
C 3.509 0.563 -0.872 -0.12 -0.20 -0.05 -0.11
H 4.138 0.344 -0.011 0.12 0.03 0.08 0.07
C 2.298 -0.360 -0.899 0.06 0.19 0.27 -0.24
H 2.634 -1.393 -1.002 -0.05 -0.06 -0.06 0.10
H 1.674 -0.125 -1.762 -0.06 -0.06 -0.03 0.11
C 1.453 -0.200 0.365 0.11 -0.09 -0.33 -0.21
N 0.217 -0.966 0.289 -0.04 0.00 0.18 -0.19
C 0.405 -2.363 0.627 -0.34 -0.09 -0.27 -0.18
H 0.551 -2.509 1.716 0.05 -0.03 -0.06 0.13
C -0.762 -3.239 0.154 0.54 -0.13 -0.06 -0.24
O -1.866 -3.253 1.030 -0.38 -0.07 0.41 -0.08
H -1.585 -3.606 1.881 -0.03 0.01 -0.09 0.09
H -0.399 -4.265 -0.003 -0.02 0.10 -0.05 0.11
H -1.141 -2.853 -0.793 0.11 -0.05 0.00 0.12
H 1.308 -2.707 0.121 0.02 -0.04 0.07 0.11
C -0.859 -0.348 1.047 -0.12 -0.15 -0.05 -0.15
C -1.300 0.941 0.413 -0.02 0.19 -0.04 -0.21
C -1.330 1.047 -0.972 -0.04 0.09 0.09 -0.06
C -1.737 2.221 -1.579 -0.07 0.09 0.13 -0.68
C -2.133 3.307 -0.803 0.03 -0.10 -0.01 -0.69
C -2.114 3.202 0.578 -0.02 0.01 -0.09 -0.10
C -1.696 2.029 1.180 0.01 -0.07 -0.10 -0.03
H -1.680 1.963 2.257 0.03 -0.01 0.12 0.11
H -2.422 4.046 1.175 -0.03 0.10 0.03 0.11
Cl -2.645 4.776 -1.548 -0.05 0.15 0.05 0.67
Cl -1.751 2.332 -3.300 0.04 -0.10 -0.14 0.68
H -1.019 0.206 -1.570 0.05 -0.06 -0.11 0.11
H -0.573 -0.168 2.100 -0.05 -0.02 -0.04 0.13
H -1.707 -1.038 1.045 0.12 0.09 0.14 0.12
H 2.049 -0.479 1.251 -0.05 0.08 0.02 0.13
H 1.184 0.854 0.463 0.08 -0.01 0.05 0.12
H 4.104 0.438 -1.773 0.11 0.05 -0.04 0.07
H 3.195 1.603 -0.810 0.02 0.14 0.01 0.07
```
Forces are in eV/Å.

## Properties
* Kohn-Sham gap: 9.526 eV
* structure (SMILES): CCCN(CCO)Cc1ccc(Cl)c(Cl)c1
* ΔE to the lowest compared entry with this formula, charge and spin: 0.096 eV
* E_HOMO: -8.7 eV

Density functional theory data (ωB97M-V/def2-TZVPD) for C5H7NO in the gas phase.

Structure (XYZ):
```
14
Properties=species:S:1:pos:R:3:forces:R:3:lowdin_charge:R:1
C 2.345 -1.198 -0.740 0.07 0.03 0.04 -0.10
C 0.014 -0.571 -0.325 0.13 -0.15 0.03 -0.02
C 0.879 -1.172 -1.093 -0.24 0.09 0.23 -0.13
O -1.403 1.844 -0.834 -0.02 -0.08 0.44 0.05
C -1.471 1.283 0.244 -0.03 0.09 -0.14 -0.56
N -2.270 1.736 1.263 0.00 0.20 -0.02 0.14
C -0.794 -0.010 0.541 0.02 -0.16 -0.15 -0.03
H 2.590 -0.375 -0.060 0.01 -0.16 -0.20 0.08
H 2.995 -1.159 -1.618 -0.12 0.06 0.09 0.07
H 2.546 -2.138 -0.210 0.09 0.15 -0.15 0.08
H 0.515 -1.741 -1.949 0.08 -0.01 0.25 0.11
H -2.731 2.618 1.110 0.06 -0.01 0.02 0.10
H -2.164 1.427 2.216 0.04 -0.07 -0.24 0.09
H -1.052 -0.544 1.456 -0.08 0.02 -0.21 0.11
```
Forces are in eV/Å.

## Properties
* Kohn-Sham gap: 10.424 eV
* structure (SMILES): CC=C=CC(N)=O
* ΔE to the lowest compared entry with this formula, charge and spin: 1.286 eV
* E_HOMO: -9.5 eV

Density functional theory data (ωB97M-V/def2-TZVPD) for a molecular structure, BrPt2.

Structure (XYZ):
```
3
Properties=species:S:1:pos:R:3:forces:R:3:lowdin_charge:R:1
Pt -0.483 -1.947 -1.184 0.06 0.55 0.24 1.26
Pt 0.881 1.493 1.586 -0.14 -0.19 -0.24 1.36
Br -0.397 0.454 -0.402 0.08 -0.36 0.01 0.38
```
Forces are in eV/Å.

## Properties
* multiplicity: 5
* Kohn-Sham gap (alpha / beta): 8.995 / 7.071 eV
* charge: +3
* ΔE to the lowest compared entry with this formula, charge and spin: 0.000 eV
* E_HOMO (alpha / beta): -26.8 / -26.6 eV

Copy entry 4 word for word.
Density functional theory data (ωB97M-V/def2-TZVPD) for C12H17Cl2NO in the gas phase.

Structure (XYZ):
```
33
Properties=species:S:1:pos:R:3:forces:R:3:lowdin_charge:R:1
C 3.509 0.563 -0.872 -0.12 -0.20 -0.05 -0.11
H 4.138 0.344 -0.011 0.12 0.03 0.08 0.07
C 2.298 -0.360 -0.899 0.06 0.19 0.27 -0.24
H 2.634 -1.393 -1.002 -0.05 -0.06 -0.06 0.10
H 1.674 -0.125 -1.762 -0.06 -0.06 -0.03 0.11
C 1.453 -0.200 0.365 0.11 -0.09 -0.33 -0.21
N 0.217 -0.966 0.289 -0.04 0.00 0.18 -0.19
C 0.405 -2.363 0.627 -0.34 -0.09 -0.27 -0.18
H 0.551 -2.509 1.716 0.05 -0.03 -0.06 0.13
C -0.762 -3.239 0.154 0.54 -0.13 -0.06 -0.24
O -1.866 -3.253 1.030 -0.38 -0.07 0.41 -0.08
H -1.585 -3.606 1.881 -0.03 0.01 -0.09 0.09
H -0.399 -4.265 -0.003 -0.02 0.10 -0.05 0.11
H -1.141 -2.853 -0.793 0.11 -0.05 0.00 0.12
H 1.308 -2.707 0.121 0.02 -0.04 0.07 0.11
C -0.859 -0.348 1.047 -0.12 -0.15 -0.05 -0.15
C -1.300 0.941 0.413 -0.02 0.19 -0.04 -0.21
C -1.330 1.047 -0.972 -0.04 0.09 0.09 -0.06
C -1.737 2.221 -1.579 -0.07 0.09 0.13 -0.68
C -2.133 3.307 -0.803 0.03 -0.10 -0.01 -0.69
C -2.114 3.202 0.578 -0.02 0.01 -0.09 -0.10
C -1.696 2.029 1.180 0.01 -0.07 -0.10 -0.03
H -1.680 1.963 2.257 0.03 -0.01 0.12 0.11
H -2.422 4.046 1.175 -0.03 0.10 0.03 0.11
Cl -2.645 4.776 -1.548 -0.05 0.15 0.05 0.67
Cl -1.751 2.332 -3.300 0.04 -0.10 -0.14 0.68
H -1.019 0.206 -1.570 0.05 -0.06 -0.11 0.11
H -0.573 -0.168 2.100 -0.05 -0.02 -0.04 0.13
H -1.707 -1.038 1.045 0.12 0.09 0.14 0.12
H 2.049 -0.479 1.251 -0.05 0.08 0.02 0.13
H 1.184 0.854 0.463 0.08 -0.01 0.05 0.12
H 4.104 0.438 -1.773 0.11 0.05 -0.04 0.07
H 3.195 1.603 -0.810 0.02 0.14 0.01 0.07
```
Forces are in eV/Å.

## Properties
* Kohn-Sham gap: 9.526 eV
* structure (SMILES): CCCN(CCO)Cc1ccc(Cl)c(Cl)c1
* ΔE to the lowest compared entry with this formula, charge and spin: 0.096 eV
* E_HOMO: -8.7 eV